#i
# C2H3N3O2

The molecule C2H3N3O2 (ωB97M-V/def2-TZVPD, the Open Molecules 2025 dataset).

Last column: Löwdin charge in e.
Cartesian coordinates (Å):
H1 -2.979 -0.277 -0.359  0.0271
N1 -2.311 -0.906 -0.128  0.2024
C1 -1.288 -0.300 0.150  -0.4473
N2 -0.932 1.108 0.048  0.1335
C2 0.346 1.078 -0.078  -0.0979
N3 1.048 -0.207 0.377  -0.0125
O1 2.444 -0.547 -0.271  -0.0146
O2 -0.090 -1.078 0.045  -0.0304
H2 0.836 2.148 -0.198  0.1631
H3 2.927 -1.017 0.413  0.0765

As for the charge: 0. For the HOMO energy, the calculation gives -9.8172 eV. As for the orbital gap: 0.348 Ha. The SMILES is [H]/N=c1\ncn(O)o1. The molar mass is 101.065 g/mol.

***

#ii
# C2H3N3O2

A structure of composition C2H3N3O2 (ωB97M-V/def2-TZVPD, the Open Molecules 2025 dataset).

Last column: Löwdin charge in e.
Cartesian coordinates (Å):
N1 -1.719 0.046 -0.075  0.2001
C1 -0.501 -0.175 0.421  -0.4611
N2 -0.089 -1.225 1.085  0.1316
O1 0.895 -1.258 -0.128  -0.0132
C2 1.561 -0.033 -0.221  -0.5614
O2 2.714 0.073 -0.518  0.1341
N3 0.539 0.844 0.027  0.1684
H1 -1.738 0.651 -0.879  0.1159
H2 -2.382 -0.721 -0.068  0.1273
H3 0.720 1.798 0.356  0.1582

As for the charge: 0. For the HOMO energy, the calculation gives -9.0435 eV. As for the orbital gap: 0.345 Ha. The molar mass is 101.065 g/mol.

***

Which of them is the most stable? Correct choice: #ii.

***

#i
# C2H3N3O2

The molecule C2H3N3O2 (ωB97M-V/def2-TZVPD, the Open Molecules 2025 dataset).

Last column: Löwdin charge in e.
Cartesian coordinates (Å):
O1 1.535 2.037 0.884  -0.0481
C1 0.725 0.944 0.809  -0.3718
N1 1.192 -0.383 1.145  0.1639
C2 0.462 -1.153 0.346  -0.0596
N2 -0.705 -0.454 -0.153  -0.0783
O2 -0.596 -0.577 -1.727  -0.0003
N3 -0.421 0.861 0.013  0.0543
H1 0.569 -2.208 0.353  0.1194
H2 -1.510 -0.579 -1.746  0.0243
H3 -1.250 1.512 0.078  0.1961

As for the charge: 0. For the HOMO energy, the calculation gives -10.0492 eV. As for the orbital gap: 0.337 Ha. The SMILES is O=c1ncn(O)[nH]1. The molar mass is 101.065 g/mol.

***

#ii
# C2H3N3O2

A cluster of 2 separate species, C2H3N3O2 in total (ωB97M-V/def2-TZVPD, the Open Molecules 2025 dataset).

Last column: Löwdin charge in e.
Cartesian coordinates (Å):
C1 -0.505 1.503 -0.030  -0.1977
C2 0.071 0.217 -0.122  -0.3574
N1 -0.763 2.603 0.083  0.2068
N2 1.096 -0.141 0.733  0.1015
N3 -0.878 -0.908 -0.120  -0.4501
O1 -0.441 -1.962 0.032  0.1033
O2 -2.077 -0.694 -0.252  0.0825
H1 0.375 -0.058 -1.904  0.2363
H2 1.842 0.603 0.861  0.1542
H3 1.280 -1.163 0.719  0.1207

As for the charge: 0. For the HOMO energy (spin up / spin down), the calculation gives -10.0834 / -10.0826 eV. As for the orbital gap (spin up / spin down): 0.321 / 0.321 Ha. The molar mass is 101.065 g/mol.

***

Which of them is the most stable? Correct choice: #i.

***

#i
# C3H4N4S

The molecule C3H4N4S (ωB97M-V/def2-TZVPD, the Open Molecules 2025 dataset).

Last column: Löwdin charge in e.
Cartesian coordinates (Å):
H1 1.274 2.765 -1.694  0.0758
N1 1.084 1.784 -1.355  0.0984
C1 0.089 1.816 -0.541  -0.2219
N2 -0.447 0.601 -0.012  -0.0926
N3 -1.731 0.524 0.529  -0.0308
N4 -2.009 -0.778 0.909  0.0810
C2 -0.880 -1.413 0.730  -0.1542
C3 0.217 -0.630 0.220  -0.8047
S1 1.728 -1.096 -0.128  0.6597
H2 -0.483 2.709 -0.153  0.1349
H3 -2.486 0.927 -0.071  0.1627
H4 -0.788 -2.415 1.016  0.0916

As for the charge: 0. For the HOMO energy, the calculation gives -8.2981 eV. As for the orbital gap: 0.291 Ha. The SMILES is [H]/N=C/n1[nH]ncc1=S. The molar mass is 128.160 g/mol.

***

#ii
# C3H4N4S

The molecule C3H4N4S (ωB97M-V/def2-TZVPD, the Open Molecules 2025 dataset).

Last column: Löwdin charge in e.
Cartesian coordinates (Å):
H1 -3.294 -0.784 -0.732  0.1077
N1 -2.132 -1.123 -0.690  -0.0136
C1 -1.633 0.084 -0.071  -0.2075
N2 -0.282 0.197 0.494  -0.0944
N3 0.700 -0.745 0.337  -0.0419
C2 1.794 -0.231 -0.190  -0.7653
S1 3.306 -1.059 -0.195  0.6049
C3 1.695 1.229 -0.351  -0.2478
N4 1.785 2.376 -0.342  0.1752
H2 -2.214 1.252 0.043  0.1807
H3 -0.235 0.498 1.516  0.1747
H4 0.509 -1.693 0.180  0.1273

As for the charge: 0. For the HOMO energy, the calculation gives -9.2122 eV. As for the orbital gap: 0.304 Ha. The SMILES is [H]/N=C/NNC(=S)C#N. The molar mass is 128.160 g/mol.

***

Which of them is the most stable? Correct choice: #i.

***

#i
# C4H6N4O

The molecule C4H6N4O (ωB97M-V/def2-TZVPD, the Open Molecules 2025 dataset).

Last column: Löwdin charge in e.
Cartesian coordinates (Å):
C1 2.095 0.810 0.148  -0.1435
N1 2.074 -0.570 -0.201  -0.1589
N2 0.982 -1.360 0.000  0.0971
C2 -0.190 -0.836 -0.246  -0.4067
N3 -1.322 -1.645 -0.060  0.1328
C3 -2.324 -0.882 -0.072  -0.1227
C4 -2.348 0.670 0.269  -0.0617
N4 -1.339 1.322 -0.192  0.0930
O1 -0.366 0.446 -0.823  -0.0984
H1 1.574 0.987 1.184  0.1129
H2 1.617 1.482 -0.670  0.1030
H3 3.174 0.911 0.275  0.0710
H4 2.992 -1.053 0.022  0.1445
H5 -3.284 -1.446 -0.145  0.1102
H6 -3.334 1.163 0.512  0.1274

As for the charge: 0. For the HOMO energy, the calculation gives -8.1277 eV. As for the orbital gap: 0.287 Ha. The SMILES is CN/N=c1/nccno1. The molar mass is 126.119 g/mol.

***

#ii
# C4H6N4O

The molecule C4H6N4O (ωB97M-V/def2-TZVPD, the Open Molecules 2025 dataset).

Last column: Löwdin charge in e.
Cartesian coordinates (Å):
C1 -1.855 -0.519 1.205  0.0027
C2 -1.193 -0.019 -0.065  -0.4531
O1 -1.946 -0.248 -1.198  0.0438
C3 -0.508 1.501 0.038  0.0469
N1 0.730 0.704 0.099  -0.0754
N2 2.131 0.731 0.081  0.0731
N3 2.387 -0.560 -0.014  -0.0570
N4 1.278 -1.289 -0.170  0.0501
C4 0.230 -0.449 -0.154  -0.2749
H1 -1.951 -1.543 0.881  0.0942
H2 -1.183 -0.489 2.081  0.1100
H3 -2.806 -0.030 1.384  0.0899
H4 -2.880 -0.316 -0.975  0.1083
H5 -0.657 2.064 -0.872  0.1116
H6 -0.679 2.113 0.964  0.1297

As for the charge: 0. For the HOMO energy, the calculation gives -10.1078 eV. As for the orbital gap: 0.385 Ha. The SMILES is C[C@@]1(O)Cn2nnnc21. The molar mass is 126.119 g/mol.

***

Which of them is the most stable? Correct choice: #ii.

***

#i
# H14O7

A cluster of 7 separate species, H14O7 in total (ωB97M-V/def2-TZVPD, the Open Molecules 2025 dataset).

Last column: Löwdin charge in e.
Cartesian coordinates (Å):
O1 0.327 0.403 -1.863  -0.0410
H1 -0.294 0.866 -1.288  0.0208
H2 0.432 -0.460 -1.448  0.0260
O2 0.112 2.638 2.135  -0.0601
H3 0.413 2.477 1.234  0.0187
H4 -0.370 3.470 2.076  0.0341
O3 -3.486 2.013 -2.803  -0.0555
H5 -3.415 2.944 -2.565  0.0356
H6 -3.435 1.551 -1.958  0.0218
O4 3.338 1.761 0.060  -0.0612
H7 3.451 0.926 0.527  0.0222
H8 3.385 1.517 -0.871  0.0337
O5 -2.064 -3.608 0.802  -0.0742
H9 -1.301 -4.190 0.716  0.0264
H10 -1.679 -2.743 0.986  -0.0342
O6 -1.541 -1.052 0.673  -0.0288
H11 -0.628 -1.032 0.364  0.0431
H12 -2.004 -0.454 0.075  0.0615
O7 3.180 -2.143 0.915  -0.0607
H13 4.006 -2.497 1.266  0.0390
H14 2.508 -2.475 1.521  0.0328

As for the charge: 0. For the HOMO energy, the calculation gives -10.9540 eV. As for the orbital gap: 0.390 Ha. The SMILES is O.O.O.O.O.O.O. The molar mass is 126.105 g/mol.

***

#ii
# H14O7

A cluster of 7 separate species, H14O7 in total (ωB97M-V/def2-TZVPD, the Open Molecules 2025 dataset).

Last column: Löwdin charge in e.
Cartesian coordinates (Å):
O1 3.642 4.564 6.362  -0.0623
H1 4.420 5.114 6.545  0.0140
H2 3.197 4.167 7.089  0.0376
O2 5.115 6.746 6.585  -0.0603
H3 5.154 6.804 5.631  0.0308
H4 4.480 7.420 6.894  0.0049
O3 3.730 10.750 4.637  -0.0560
H5 3.866 9.857 5.051  0.0689
H6 3.821 10.607 3.702  0.0498
O4 3.457 7.185 3.704  -0.1044
H7 2.715 6.895 4.298  0.0618
H8 3.840 6.418 3.193  0.0553
O5 4.337 3.894 3.883  -0.0910
H9 5.278 3.620 3.744  0.0583
H10 4.148 3.765 4.816  -0.0245
O6 3.787 8.455 8.249  -0.0946
H11 3.722 9.433 8.001  0.0267
H12 2.982 8.077 7.822  0.0597
O7 3.697 10.975 7.187  -0.0176
H13 3.003 11.402 7.697  0.0755
H14 3.396 11.158 6.341  -0.0325

As for the charge: 0. For the HOMO energy, the calculation gives -11.0069 eV. As for the orbital gap: 0.415 Ha. The SMILES is O.O.O.O.O.O.O. The molar mass is 126.105 g/mol.

***

Which of them is the most stable? Correct choice: #ii.

***

#i
# H14O7

A cluster of 7 separate species, H14O7 in total (ωB97M-V/def2-TZVPD, the Open Molecules 2025 dataset).

Last column: Löwdin charge in e.
Cartesian coordinates (Å):
O1 -0.630 0.621 -1.938  -0.1370
H1 -0.734 0.236 -2.878  0.1238
H2 0.346 0.843 -1.713  0.0633
O2 -1.281 -1.570 -0.489  -0.0932
H3 -1.249 -0.732 -1.034  0.0215
H4 -1.447 -1.190 0.386  0.0151
O3 -1.171 2.247 0.142  -0.0604
H5 -0.174 2.330 0.102  0.0637
H6 -1.363 1.863 -0.728  0.0308
O4 -1.160 0.190 1.714  -0.1003
H7 -1.821 0.243 2.434  0.0831
H8 -1.187 1.012 1.137  0.0070
O5 1.621 -0.275 1.505  -0.0758
H9 1.639 -1.099 0.979  0.0138
H10 0.650 -0.252 1.749  0.0441
O6 1.235 -2.515 -0.110  -0.1038
H11 1.005 -3.386 0.309  0.0793
H12 0.342 -2.218 -0.441  0.0115
O7 1.448 1.422 -0.497  -0.1191
H13 2.371 1.535 -0.853  0.0998
H14 1.560 0.696 0.222  0.0327

As for the charge: 0. For the HOMO energy, the calculation gives -11.0430 eV. As for the orbital gap: 0.419 Ha. The SMILES is O.O.O.O.O.O.O. The molar mass is 126.105 g/mol.

***

#ii
# H14O7

A structure of composition H14O7 (ωB97M-V/def2-TZVPD, the Open Molecules 2025 dataset).

Last column: Löwdin charge in e.
Cartesian coordinates (Å):
O1 0.637 0.981 0.336  -0.0866
O2 -1.811 2.105 -0.501  -0.0957
O3 -2.424 -0.040 1.105  -0.0822
O4 0.278 -0.761 2.279  -0.0898
H1 1.411 0.824 -0.332  0.1045
H2 -0.167 1.697 0.120  0.1676
H3 -2.385 2.032 -1.308  0.0868
H4 -2.393 1.699 0.215  0.0561
H5 -1.649 -0.628 1.135  0.0230
H6 -3.247 -0.605 1.119  0.0883
H7 0.106 -0.029 2.916  0.0654
H8 0.551 -0.321 1.465  -0.0401
O5 2.070 -1.473 0.300  -0.0893
O6 2.229 0.465 -2.016  -0.1253
O7 -0.013 -0.823 -1.210  -0.2481
H9 2.743 -0.315 -1.683  0.0514
H10 1.427 0.024 -2.551  0.1170
H11 2.117 -2.380 0.620  0.0513
H12 1.357 -1.464 -0.391  -0.0023
H13 0.067 0.164 -0.436  0.0442
H14 -0.906 -1.152 -1.183  0.0038

As for the charge: 0. For the HOMO energy, the calculation gives -10.3918 eV. As for the orbital gap: 0.390 Ha. The molar mass is 126.105 g/mol.

***

#iii
# H14O7

A cluster of 7 separate species, H14O7 in total (ωB97M-V/def2-TZVPD, the Open Molecules 2025 dataset).

Last column: Löwdin charge in e.
Cartesian coordinates (Å):
O1 -1.082 -0.306 -0.478  -0.0481
H1 -0.518 -0.734 0.177  0.0212
H2 -0.881 0.632 -0.384  0.0406
O2 1.568 1.897 2.157  -0.0477
H3 0.887 1.929 1.476  0.0208
H4 2.183 1.225 1.842  0.0258
O3 -2.314 -1.778 1.415  -0.0472
H5 -1.664 -2.197 0.839  -0.0070
H6 -1.831 -1.049 1.820  0.0379
O4 -4.101 4.261 -0.999  -0.0605
H7 -3.915 4.480 -0.079  0.0324
H8 -3.866 3.330 -1.072  0.0282
O5 -2.647 -3.985 -0.624  -0.0416
H9 -2.970 -3.591 -1.443  0.0466
H10 -1.979 -3.364 -0.313  -0.0030
O6 3.806 1.960 -0.849  -0.0565
H11 4.590 1.423 -0.684  0.0345
H12 3.071 1.371 -0.645  0.0109
O7 4.247 -1.673 -0.742  -0.0570
H13 3.882 -2.207 -0.027  0.0348
H14 3.533 -1.624 -1.387  0.0348

As for the charge: 0. For the HOMO energy, the calculation gives -11.7190 eV. As for the orbital gap: 0.401 Ha. The SMILES is O.O.O.O.O.O.O. The molar mass is 126.105 g/mol.

***

#iv
# H14O7

A cluster of 7 separate species, H14O7 in total (ωB97M-V/def2-TZVPD, the Open Molecules 2025 dataset).

Last column: Löwdin charge in e.
Cartesian coordinates (Å):
O1 18.125 -6.953 -10.238  -0.0368
H1 17.445 -6.284 -10.225  0.0099
H2 17.709 -7.795 -10.203  0.0161
O2 17.477 -3.607 -12.021  -0.0442
H3 17.038 -2.975 -12.615  0.0163
H4 17.278 -4.457 -12.328  -0.0052
O3 16.199 -1.634 -13.313  -0.0567
H5 15.761 -1.572 -14.189  0.1034
H6 16.218 -0.714 -12.957  0.1088
O4 16.117 -6.102 -12.338  -0.0405
H7 15.901 -5.837 -13.226  0.0445
H8 15.469 -5.671 -11.757  0.0693
O5 13.677 -2.306 -12.292  -0.0866
H9 13.497 -1.714 -11.561  0.0252
H10 14.592 -2.068 -12.599  -0.0142
O6 15.885 -2.531 -9.942  -0.0577
H11 16.426 -2.938 -10.636  -0.0169
H12 16.149 -1.616 -10.002  0.0218
O7 19.632 -2.620 -10.605  -0.0389
H13 19.163 -3.123 -11.235  -0.0376
H14 19.756 -1.775 -11.025  0.0199

As for the charge: 0. For the HOMO energy, the calculation gives -10.7463 eV. As for the orbital gap: 0.381 Ha. The SMILES is O.O.O.O.O.O.O. The molar mass is 126.105 g/mol.

***

Which of them is the most stable? Correct choice: #i.